[1]
The following is a quantum chemistry calculation of a 2-piece molecular cluster, C3H3NO2 overall, from OMol25.

Positions of all 9 atoms, in Å:
O -1.8110 1.6278 0.3862
C -0.6666 1.8048 0.5239
C -0.2727 -1.0314 -0.2327
N 1.0029 -1.8455 -0.3157
C 1.1124 -0.6008 -0.2281
O 0.4786 1.9784 0.6564
H -0.8695 -1.1808 0.6696
H -0.8558 -0.9163 -1.1479
H 1.8817 0.1638 -0.3116

Forces on atoms 1 to 2 (eV/Å):
O 0.91 0.24 0.14
C -0.20 -0.07 -0.06

- SMILES: C1=NC1.O=C=O
- Energy above the lowest of the compared OMol25 structures with the same formula, charge and spin: 2.099 eV
- Gap between HOMO and LUMO: 10.902 eV

***

[2]
The following is a quantum chemistry calculation of C3H3NO2 in the gas phase, from OMol25.

Positions of all 9 atoms, in Å:
C 0.4873 0.1700 0.1408
C 1.8730 0.4009 0.0933
C -0.9523 0.1970 0.1722
N 1.4441 -0.8875 -0.2225
O 2.7253 1.1823 0.1379
O -1.5334 -1.0462 -0.1349
H -1.4120 1.0600 -0.5812
H -1.4200 0.4913 1.2395
H -1.2120 -1.5679 -0.8450

Forces on atoms 1 to 2 (eV/Å):
C 3.17 -3.82 -1.08
C -2.23 -1.27 -0.49

- SMILES: O=c1nc1CO
- Energy above the lowest of the compared OMol25 structures with the same formula, charge and spin: 4.067 eV
- Gap between HOMO and LUMO: 9.517 eV

***

[3]
The following is a quantum chemistry calculation of C3H3NO2 in the gas phase, from OMol25.

Positions of all 9 atoms, in Å:
C 0.1649 0.6881 -0.8759
O 0.5264 -0.6048 -0.3400
C 0.0601 -1.1168 0.8006
O 0.3797 -2.1819 1.2384
C -0.8952 -0.1520 1.3978
N -1.4492 0.8633 1.3645
H -0.5950 1.2672 -0.2885
H 1.0917 1.2592 -0.9180
H -0.2328 0.4874 -1.8694

Forces on atoms 1 to 2 (eV/Å):
C -0.20 0.46 -0.13
O -0.09 -0.03 0.15

- SMILES: COC(=O)C#N
- Energy above the lowest of the compared OMol25 structures with the same formula, charge and spin: 2.046 eV
- Gap between HOMO and LUMO: 11.875 eV

***

[4]
The following is a quantum chemistry calculation of a 2-piece molecular cluster, C3H3NO2 overall, from OMol25.

Positions of all 9 atoms, in Å:
C -0.8363 0.8439 0.1174
C -1.4505 -0.1943 0.5330
C 1.2993 -1.0230 -0.2474
N -0.6460 2.0569 0.2688
O -1.9451 -1.2616 0.5825
O 1.8001 -0.4255 0.6800
H 0.4886 -1.7416 -0.2334
H 1.7701 -0.9599 -1.2381
H -0.4802 2.7051 -0.4627

Forces on atoms 1 to 2 (eV/Å):
C 0.42 2.59 -1.71
C -0.81 -3.13 1.11

- SMILES: N=C=C=O.C=O
- Energy above the lowest of the compared OMol25 structures with the same formula, charge and spin: 4.879 eV
- Gap between HOMO and LUMO: 7.203 eV

***

[5]
The following is a quantum chemistry calculation of C3H3NO2 in the gas phase, from OMol25.

Positions of all 9 atoms, in Å:
O -1.6122 1.6013 0.6708
C -0.7710 0.8202 0.3339
C -0.7130 -0.6498 0.0389
N 0.7119 -0.9973 -0.0466
C 1.2980 0.1256 -0.1465
O 0.5645 1.2297 0.1213
H -1.4396 -1.3253 0.4916
H -0.3650 -1.0618 -1.0130
H 2.3264 0.2573 -0.4505

Forces on atoms 1 to 2 (eV/Å):
O 0.51 -0.89 -0.25
C 0.10 0.22 -0.56

- SMILES: O=C1CN=CO1
- Energy above the lowest of the compared OMol25 structures with the same formula, charge and spin: 2.577 eV
- Gap between HOMO and LUMO: 10.673 eV

***

[6]
The following is a quantum chemistry calculation of a 2-piece molecular cluster, C3H3NO2 overall, from OMol25.

Positions of all 9 atoms, in Å:
O 0.0256 1.9122 -0.2028
C 0.5087 0.8750 0.5598
C -1.6925 -1.3262 -0.0843
O -2.5770 -0.6164 -0.1361
C 0.9943 -0.2579 0.1052
N 1.4579 -1.3215 -0.3214
H 0.1149 1.6869 -1.1385
H 0.4581 1.0684 1.6247
H 0.7100 -2.0204 -0.4066

Forces on atoms 1 to 2 (eV/Å):
O -0.01 -0.02 -0.35
C 0.23 -0.25 0.22

- Energy above the lowest of the compared OMol25 structures with the same formula, charge and spin: 2.829 eV
- Gap between HOMO and LUMO: 9.201 eV

***

[7]
The following is a quantum chemistry calculation of C3H3NO2 as an isolated structure, from OMol25.

Positions of all 9 atoms, in Å:
O 2.0041 0.0520 0.3479
C 0.6903 -0.0141 0.1987
N 0.0387 -0.4720 -1.0494
O -1.1182 -1.2987 -0.5959
C -1.1731 0.0493 -0.3494
C -0.3682 0.4528 0.8534
H 2.4305 -0.4350 -0.3695
H -1.9492 0.6704 -0.7998
H -0.5548 0.9952 1.7640

Forces on atoms 1 to 2 (eV/Å):
O 0.13 -0.43 -0.01
C 0.10 0.32 0.31

- Energy above the lowest of the compared OMol25 structures with the same formula, charge and spin: 5.266 eV
- Gap between HOMO and LUMO: 9.953 eV

***

[8]
The following is a quantum chemistry calculation of C3H3NO2 in the gas phase, from OMol25.

Positions of all 9 atoms, in Å:
C -0.8835 0.0618 -0.7864
N 0.2223 -0.0443 0.1834
C 1.1134 -0.9281 0.4383
C 0.4309 1.0769 1.1208
O 1.5085 -2.0081 0.0903
O 1.0527 1.5506 1.9895
H -0.4877 0.0228 -1.8006
H -1.3684 1.0228 -0.6042
H -1.5882 -0.7543 -0.6310

Forces on atoms 1 to 2 (eV/Å):
C 0.12 -0.11 0.05
N -0.19 2.51 1.43

- Energy above the lowest of the compared OMol25 structures with the same formula, charge and spin: 4.670 eV
- Gap between HOMO and LUMO (spin up / spin down): 8.195 / 7.890 eV

***

[9]
The following is a quantum chemistry calculation of C3H3NO2 in the gas phase, from OMol25.

Positions of all 9 atoms, in Å:
C -0.2881 -0.5857 -0.1674
C -1.2989 0.1454 0.7288
C -1.0638 0.6830 -0.4294
N 1.8723 0.4431 0.1026
O 3.0452 0.2494 -0.0023
O 1.1224 -0.7480 -0.0527
H -0.3820 -1.5527 -0.7280
H -1.7434 0.0179 1.6970
H -1.2637 1.3477 -1.1485

Forces on atoms 1 to 2 (eV/Å):
C -1.48 -0.02 -0.83
C 1.76 -1.50 -0.58

- SMILES: O=NOC1C=C1
- Energy above the lowest of the compared OMol25 structures with the same formula, charge and spin: 6.524 eV
- Gap between HOMO and LUMO: 10.237 eV

***

[10]
The following is a quantum chemistry calculation of C3H3NO2 in the gas phase, from OMol25.

Positions of all 9 atoms, in Å:
O 0.0365 -0.8700 1.2845
C -0.1305 0.0614 0.2636
C 1.0186 0.0530 -0.7520
O 2.0455 -0.5392 -0.5737
C -1.4400 -0.0720 -0.4031
N -2.4717 -0.1030 -0.9231
H 0.2231 -0.3227 2.0505
H -0.1169 1.0831 0.6784
H 0.8352 0.7093 -1.6252

Forces on atoms 1 to 2 (eV/Å):
O -0.03 0.24 0.15
C -0.03 0.28 -0.10

- SMILES: N#C[C@@H](O)C=O
- Energy above the lowest of the compared OMol25 structures with the same formula, charge and spin: 2.013 eV
- Gap between HOMO and LUMO: 10.854 eV

***

[11]
The following is a quantum chemistry calculation of C3H3NO2 in the gas phase, from OMol25.

Positions of all 9 atoms, in Å:
O 0.1511 1.3105 -1.0185
C 0.3032 0.2684 -0.2802
C -0.8358 -0.3103 0.4424
O -1.9701 0.2688 0.2937
C 1.6030 -0.3112 -0.1755
N 2.5993 -0.8756 -0.0072
H -0.8147 1.5550 -0.9573
H -0.3592 -0.4851 1.4646
H -0.6765 -1.4204 0.2381

Forces on atoms 1 to 2 (eV/Å):
O -0.22 -0.36 0.33
C -0.15 0.07 -0.01

- Energy above the lowest of the compared OMol25 structures with the same formula, charge and spin: 4.077 eV
- Gap between HOMO and LUMO (spin up / spin down): 7.206 / 7.207 eV

***

[12]
The following is a quantum chemistry calculation of a 2-piece molecular cluster, C3H3NO2 overall, from OMol25.

Positions of all 9 atoms, in Å:
C -1.6181 -0.4995 -0.2048
C 1.8463 0.1218 -0.4715
C 1.3941 0.8751 0.4876
N -2.2090 -1.3273 0.4089
O -1.0563 0.2516 -0.8588
O 2.2231 -0.5483 -1.3215
H 1.7914 1.1755 1.4027
H 0.7977 1.7845 0.1103
H -3.1692 -1.8333 0.4471

Forces on atoms 1 to 2 (eV/Å):
C -1.98 -1.41 -0.08
C 0.30 0.51 1.00

- SMILES: C=C=O.N=C=O
- Energy above the lowest of the compared OMol25 structures with the same formula, charge and spin: 2.227 eV
- Gap between HOMO and LUMO: 9.795 eV

***

[13]
The following is a quantum chemistry calculation of an isolated ion of composition C3H3NO2P and charge -1, from OMol25.

Positions of all 10 atoms, in Å:
C 0.1790 0.0357 -0.1513
C -0.2471 1.3158 -0.1602
C -0.8790 -0.8534 0.2307
N -3.6565 -0.4001 -0.3050
O -4.8539 0.0089 -0.3622
O -1.5994 1.5446 -0.0562
P -2.3477 0.0502 0.5555
H 1.2608 -0.1742 -0.2595
H 0.2895 2.1545 -0.3864
H -0.6088 -1.9190 0.4689

Forces on atoms 1 to 2 (eV/Å):
C -0.10 -0.37 0.91
C -2.15 -0.60 -0.66

- SMILES: [O-]N=P1=CC=CO1
- Energy above the lowest of the compared OMol25 structures with the same formula, charge and spin: 3.347 eV
- Net charge: -1
- Gap between HOMO and LUMO (spin up / spin down): 6.229 / 6.175 eV

***

[14]
The following is a quantum chemistry calculation of C3H3NO2S in the gas phase, from OMol25.

Positions of all 10 atoms, in Å:
C 0.5420 -1.3945 0.8334
C -1.2662 -0.2092 0.0389
C 0.0183 0.6574 -0.0319
N 1.0619 -0.2081 0.5489
O 2.4886 1.2940 -1.0779
O -0.7384 -1.4745 0.5793
S 1.5630 0.2145 -1.0650
H -1.9109 -0.0457 0.8080
H -1.8594 -0.4152 -0.9630
H 0.1011 1.5814 0.3293

Forces on atoms 1 to 2 (eV/Å):
C 0.45 -3.87 0.60
C 1.30 -0.75 -3.66

- Energy above the lowest of the compared OMol25 structures with the same formula, charge and spin: 5.922 eV
- Gap between HOMO and LUMO: 8.927 eV

***

[15]
The following is a quantum chemistry calculation of C3H3NO2S in the gas phase, from OMol25.

Positions of all 10 atoms, in Å:
C -0.0311 -0.9438 -0.2172
C 1.3610 -0.5465 -0.2057
C 1.1980 0.8865 -0.0021
H -2.9152 0.2891 1.0951
H -0.7152 -1.8720 -0.5621
H 2.4558 -1.0820 0.0456
N -0.8885 0.0391 0.0970
O 2.1986 1.6087 -0.0901
O -0.1624 1.2269 0.2241
S -2.5010 0.3942 -0.3846

Forces on atoms 1 to 2 (eV/Å):
C 0.83 -3.14 -1.45
C -2.45 -1.66 1.51

- SMILES: O=c1ccn(S)o1
- Energy above the lowest of the compared OMol25 structures with the same formula, charge and spin: 5.188 eV
- Gap between HOMO and LUMO: 8.784 eV

***

[16]
The following is a quantum chemistry calculation of C3H3NO2S2 in the gas phase, from OMol25.

Positions of all 11 atoms, in Å:
C -0.4303 0.0159 0.2296
C 0.4298 0.4704 1.3329
C 1.5882 -0.1833 -0.9359
H -2.0372 -0.8902 -1.7906
H 0.2882 -0.3265 2.0660
H 0.0160 1.3894 1.7133
N -1.6818 0.0215 0.3836
O 2.2916 -0.3497 -1.8676
O 0.2243 -0.3271 -0.9663
S -2.8170 -0.2709 -0.8482
S 2.1281 0.4506 0.6833

Forces on atoms 1 to 2 (eV/Å):
C -1.15 0.04 -1.49
C 0.60 -1.27 0.24

- SMILES: O=C1O/C(=N\S)CS1
- Energy above the lowest of the compared OMol25 structures with the same formula, charge and spin: 0.301 eV
- Gap between HOMO and LUMO: 9.614 eV

***

[17]
The following is a quantum chemistry calculation of C3H3NO2S2 in the gas phase, from OMol25.

Positions of all 11 atoms, in Å:
C -0.3417 -0.1320 0.2287
C 0.8823 -0.9600 0.5623
C 1.1305 0.9502 -1.1778
H -3.2187 0.2113 0.7799
H 0.7065 -2.0157 0.3300
H 1.1260 -0.8567 1.6272
N -1.4691 -0.3509 0.7640
O -2.4434 0.5054 0.3128
O -0.1355 0.8514 -0.7035
S 2.1974 -0.2536 -0.4562
S 1.5657 2.0507 -2.2675

Forces on atoms 1 to 2 (eV/Å):
C -0.13 -0.30 0.18
C -0.25 0.08 0.26

- SMILES: O/N=C1/CSC(=S)O1
- Energy above the lowest of the compared OMol25 structures with the same formula, charge and spin: 1.735 eV
- Gap between HOMO and LUMO: 9.253 eV

***

[18]
The following is a quantum chemistry calculation of C3H3NO3 as an isolated structure, from OMol25.

Positions of all 10 atoms, in Å:
C -0.4274 -0.4784 -0.0725
C -0.6742 0.8230 -0.0908
C 0.8511 -0.2519 0.6845
H 0.6903 -1.2379 -1.4399
H -1.2056 -0.9490 0.6049
H -1.5284 1.3939 -0.5507
N 0.0164 1.7810 0.4466
O -0.4854 -1.0189 -1.4187
O 1.0961 1.0502 0.8137
O 1.6671 -1.1119 1.0230

Forces on atoms 1 to 2 (eV/Å):
C -0.63 -4.38 0.85
C -6.95 12.40 -2.03

- Energy above the lowest of the compared OMol25 structures with the same formula, charge and spin: 5.461 eV
- Gap between HOMO and LUMO: 10.087 eV

***

[19]
The following is a quantum chemistry calculation of C3H3NO3 in the gas phase, from OMol25.

Positions of all 10 atoms, in Å:
C -0.7835 0.2338 -0.0307
C 0.6618 -0.2934 0.0338
N -1.6796 -0.7632 0.0042
C 1.7351 0.7934 -0.0066
O -1.0411 1.4146 -0.1030
O 0.9054 -1.4706 0.1097
O 2.9069 0.5564 0.0079
H -1.3559 -1.7158 0.0659
H -2.6663 -0.5676 -0.0299
H 1.3172 1.8125 -0.0513

Forces on atoms 1 to 2 (eV/Å):
C -0.24 -0.48 0.03
C 0.09 -0.46 0.02

- SMILES: NC(=O)C(=O)C=O
- Energy above the lowest of the compared OMol25 structures with the same formula, charge and spin: 1.163 eV
- Gap between HOMO and LUMO: 8.419 eV

***

[20]
The following is a quantum chemistry calculation of C3H3NO3S as an isolated structure, from OMol25.

Positions of all 11 atoms, in Å:
C 0.1340 -1.2614 -0.6568
C -1.5778 -0.0134 0.0323
C -0.1312 1.1884 0.4102
N -1.0962 -1.1754 -0.6030
O -2.6712 0.2793 0.2394
O 2.0631 0.2796 -0.9529
O 1.6601 -0.5241 1.3655
S 1.1681 -0.0497 0.0986
H 0.6637 -2.0456 -1.0678
H -0.2686 1.8877 -0.3599
H 0.0558 1.4346 1.4945

Forces on atoms 1 to 2 (eV/Å):
C 0.53 0.85 1.42
C 3.79 1.74 0.68

- Energy above the lowest of the compared OMol25 structures with the same formula, charge and spin: 3.384 eV
- Gap between HOMO and LUMO: 9.259 eV

***

DFT total energy across the listed records, respectively: -8743.0326; -8741.0641; -8743.0849; -8740.2525; -8742.5544; -8742.3023; -8739.8650; -8740.4616; -8738.6073; -8743.1184; -8741.0544; -8742.9038; -18030.2322; -19574.8546; -19575.5882; -30414.5749; -30413.1414; -10787.2397; -10791.5375; -21624.5044 eV.